Entry 1:
Here is C5H64B3NO28 as an isolated structure at a distorted geometry from OMol25. Energies are from the ωB97M-V functional and the def2-TZVPD basis.

Geometry as XYZ:
```
101
Properties=species:S:1:pos:R:3:forces:R:3
N 4.815 -0.559 3.538 -0.145 -0.366 -0.020
C 4.085 -1.170 2.420 0.848 0.089 -0.451
C 3.682 -0.201 1.312 -1.081 -0.081 0.028
C 3.012 1.109 1.769 0.690 -0.498 0.427
C 2.198 1.013 3.071 -0.653 0.676 -0.723
C 0.857 1.817 2.924 -0.132 -0.445 0.040
B -0.310 0.816 2.768 0.063 1.244 0.150
O -1.091 0.692 1.588 -0.126 -0.618 0.560
B -1.794 -0.485 1.586 -0.635 -0.235 -0.903
O -1.233 -1.647 2.076 0.161 0.647 0.491
B -0.576 -1.366 3.270 0.229 -0.662 0.728
O -0.641 -0.089 3.786 0.441 -0.283 -0.693
H 4.937 0.435 3.410 -0.132 0.009 0.107
H 4.331 -0.745 4.405 0.131 0.283 0.075
H 4.757 -1.899 1.960 -0.064 -0.225 -0.080
H 3.226 -1.747 2.755 -0.172 0.098 0.298
H 2.948 -0.724 0.693 0.133 -0.180 -0.066
H 4.508 0.012 0.642 0.279 0.149 0.048
H 3.796 1.854 1.885 -0.136 0.241 0.118
H 2.388 1.466 0.966 -0.074 0.033 -0.186
H 2.765 1.463 3.872 0.050 -0.183 0.370
H 1.937 -0.010 3.339 0.383 -0.204 0.141
H 0.720 2.433 3.810 -0.148 0.112 0.118
H 0.888 2.464 2.059 0.184 0.274 0.117
H -2.905 -0.578 1.169 -0.007 0.236 -0.256
H 0.059 -2.188 3.825 -0.200 -0.169 0.055
O -2.780 2.243 -0.879 -0.200 -0.095 0.083
H -2.256 1.717 -0.264 0.118 0.093 0.042
H -3.428 2.684 -0.315 0.036 0.034 -0.039
O -5.281 0.219 -1.459 -0.023 0.129 0.210
H -4.512 0.771 -1.268 0.000 -0.021 -0.127
H -5.695 0.624 -2.228 0.083 0.053 -0.057
O 2.319 -2.528 -0.836 -0.218 -0.232 -0.069
H 2.163 -3.391 -1.240 0.100 0.012 0.015
H 1.524 -2.025 -1.049 0.121 0.125 0.027
O 3.318 1.789 -1.190 0.663 0.300 -0.281
H 3.174 0.911 -1.559 -0.220 0.033 0.156
H 2.517 2.270 -1.416 0.036 -0.114 0.074
O 2.915 1.032 -3.858 -0.062 0.004 -0.459
H 3.685 1.538 -3.569 -0.074 -0.025 0.145
H 2.551 1.547 -4.587 0.025 0.006 0.057
O 0.801 0.895 -0.755 -0.481 0.040 0.205
H 0.158 0.400 -0.235 0.071 0.087 0.102
H 0.271 1.280 -1.469 -0.021 -0.272 -0.530
O -0.408 1.240 -3.314 -0.008 0.395 0.062
H -0.518 0.332 -3.621 -0.078 -0.014 0.014
H -1.231 1.673 -3.567 -0.061 -0.120 0.136
O -0.117 3.687 0.561 -0.216 0.053 -0.213
H -0.706 4.108 -0.075 0.056 -0.041 -0.008
H 0.130 2.849 0.143 0.114 0.033 0.035
O 4.829 3.981 1.769 0.157 0.086 0.035
H 5.087 4.207 0.867 -0.094 0.045 -0.034
H 5.055 4.764 2.281 -0.052 -0.048 -0.031
O 1.400 -4.064 4.511 -0.074 -0.285 0.165
H 0.861 -4.344 3.763 0.060 0.092 -0.020
H 1.439 -4.850 5.069 0.061 -0.067 -0.163
O 0.312 -0.086 -5.881 -0.048 -0.367 0.157
H 1.078 -0.207 -5.305 -0.001 0.047 -0.012
H 0.311 -0.878 -6.437 0.114 0.049 -0.207
O -3.246 -3.674 1.549 -0.138 0.100 0.005
H -4.050 -3.456 2.034 0.049 -0.062 -0.017
H -2.637 -2.948 1.744 0.106 -0.169 -0.023
O 5.200 5.874 -0.816 -0.007 0.110 -0.040
H 5.623 6.739 -0.801 0.015 -0.076 0.024
H 4.400 6.006 -1.336 0.005 -0.108 0.063
O 2.640 -3.172 7.186 -0.069 -0.190 0.020
H 2.101 -3.456 6.438 0.070 0.278 -0.018
H 2.675 -3.935 7.773 0.024 0.086 0.004
O 0.681 -2.411 -8.086 -0.041 0.086 -0.052
H 0.034 -2.911 -8.594 0.007 0.004 0.096
H 1.300 -2.079 -8.747 0.003 0.012 0.087
O 3.489 -5.026 0.615 0.012 0.088 -0.057
H 3.223 -4.100 0.686 0.000 0.054 0.003
H 4.449 -4.989 0.542 -0.059 -0.024 0.030
O -2.823 -0.179 6.176 -0.082 -0.055 -0.206
H -3.636 -0.471 5.751 0.010 0.046 0.102
H -2.273 0.143 5.452 0.122 0.003 0.101
O -4.804 1.542 2.063 0.131 0.014 0.074
H -3.882 1.299 1.939 -0.015 0.008 0.019
H -5.221 0.740 2.396 -0.071 0.059 -0.123
O -6.969 -0.075 -3.936 0.028 -0.241 -0.031
H -7.509 -0.461 -4.634 -0.048 0.083 0.068
H -6.894 -0.779 -3.275 0.141 0.004 -0.011
O -5.801 -2.400 -5.663 0.042 0.346 -0.160
H -5.594 -2.263 -6.593 -0.048 -0.143 0.028
H -5.568 -1.559 -5.242 -0.068 -0.012 0.060
O 1.055 4.811 4.593 -0.091 0.113 0.049
H 1.196 5.579 5.157 0.009 -0.067 -0.010
H 0.345 5.074 3.998 0.087 -0.060 -0.052
O 0.715 4.305 -3.762 -0.094 -0.107 -0.094
H 0.593 3.391 -4.050 0.008 -0.032 0.152
H -0.101 4.747 -4.020 0.078 0.022 0.016
O -1.993 -1.452 -4.002 0.251 0.157 -0.406
H -2.794 -1.820 -4.397 -0.167 -0.069 0.444
H -1.452 -1.200 -4.762 0.041 -0.032 -0.005
O -4.626 -4.558 -0.945 0.017 0.100 -0.119
H -3.854 -4.181 -0.500 -0.007 -0.092 0.217
H -5.330 -4.471 -0.294 0.013 -0.022 -0.058
O -4.838 -2.564 -3.028 -0.199 0.069 -0.312
H -5.375 -2.948 -3.731 0.152 -0.169 -0.045
H -4.774 -3.265 -2.364 0.016 -0.071 0.214
```
Forces are in eV/Å.

Maximum force: 1.3 eV Å⁻¹
Total charge: 0
Gap between HOMO and LUMO: 7.977 eV
LUMO energy: -0.17 eV
Spin multiplicity: 1

=====

Entry 2:
Here is the molecule C5H6BBrFNO2 at a distorted geometry from OMol25. Energies are from the ωB97M-V functional and the def2-TZVPD basis.

Geometry as XYZ:
```
17
Properties=species:S:1:pos:R:3:forces:R:3
B -0.991 -1.809 -0.117 -0.722 2.965 2.269
C -1.456 0.756 0.525 -0.240 -1.392 0.946
C -1.767 -0.547 0.671 1.262 -1.945 -2.229
C -0.327 1.473 0.030 1.044 -2.678 -0.584
C 2.042 1.819 -0.520 1.633 0.128 -0.186
C 2.023 0.395 -0.695 -1.253 -0.129 0.739
N 0.863 1.044 -0.318 -0.036 0.294 -0.320
O -1.285 -3.038 0.341 -0.821 -1.803 0.817
O -0.027 -1.472 -1.020 0.528 -2.892 -1.392
F 2.524 2.408 0.651 -0.385 -0.095 -0.905
Br 2.903 -0.913 0.265 0.299 -0.514 0.321
H -2.134 1.406 0.990 -1.007 1.206 0.497
H -2.692 -0.912 1.146 0.303 0.906 0.049
H -0.420 2.474 -0.168 -0.442 2.408 -0.112
H 2.249 2.374 -1.435 -0.388 0.771 0.586
H -1.918 -3.164 1.107 1.264 0.673 -1.641
H 0.414 -2.293 -1.453 -1.039 2.097 1.146
```
Forces are in eV/Å.

Maximum force: 3.8 eV Å⁻¹
Total charge: 0
Energy relative to the best compared isomer or geometry (same formula, charge and spin): 4.121 eV
Gap between HOMO and LUMO (spin up / spin down): 7.020 / 7.067 eV
LUMO energy (spin up / spin down): -0.46 / -0.46 eV
Spin multiplicity: 1

=====

Entry 3:
Here is C5H6Br2 as an isolated structure at a distorted geometry from OMol25. Energies are from the ωB97M-V functional and the def2-TZVPD basis.

Geometry as XYZ:
```
13
Properties=species:S:1:pos:R:3:forces:R:3
C -1.229 0.880 0.788 1.081 3.954 -0.963
C -1.089 -0.560 0.904 1.023 0.957 -1.925
C 0.397 -0.108 -1.335 1.328 1.175 0.923
C -0.660 0.129 -0.340 0.025 0.096 0.686
C 1.945 -0.184 -0.816 -1.959 -0.663 1.412
Br 2.399 1.195 0.386 0.268 0.778 -0.140
Br 2.340 -1.847 0.133 -0.107 0.126 -0.700
H -2.176 1.400 0.632 0.005 -0.392 0.121
H -0.463 1.631 1.206 -1.132 -1.480 0.052
H -0.268 -0.872 1.409 2.070 -1.365 2.025
H -1.847 -1.216 0.724 -2.291 -1.628 0.245
H 0.192 -1.109 -1.583 0.105 -1.124 -1.510
H 0.459 0.661 -2.108 -0.415 -0.435 -0.226
```
Forces are in eV/Å.

Maximum force: 4.2 eV Å⁻¹
Total charge: 0
Energy relative to the best compared isomer or geometry (same formula, charge and spin): 4.691 eV
Gap between HOMO and LUMO (spin up / spin down): 6.969 / 8.766 eV
LUMO energy (spin up / spin down): -1.14 / -0.07 eV
Spin multiplicity: 1

=====

Entry 4:
Here is a 2-piece molecular cluster, C5H6BrF overall at a distorted geometry from OMol25. Energies are from the ωB97M-V functional and the def2-TZVPD basis.

Geometry as XYZ:
```
13
Properties=species:S:1:pos:R:3:forces:R:3
C 2.241 0.147 2.225 0.685 3.089 4.764
C -0.590 0.274 -0.535 1.848 0.135 0.647
C 1.106 0.612 1.848 -2.738 -0.698 -4.158
C 0.329 -0.419 0.123 0.384 2.464 3.927
C -1.296 0.028 -1.812 -1.934 -0.924 0.913
F 0.483 1.730 2.245 0.282 -0.818 -0.460
Br 0.898 -2.163 0.275 -0.101 -0.322 -0.568
H 2.684 0.570 3.229 -0.534 -0.798 -2.241
H 2.480 -0.774 1.907 1.359 -2.896 -1.192
H -0.528 1.297 -0.156 -0.670 -0.046 -0.207
H -1.103 -1.031 -2.176 0.302 1.735 -0.293
H -1.057 0.970 -2.376 -0.519 -1.540 -0.467
H -2.428 -0.042 -1.554 1.638 0.617 -0.664
```
Forces are in eV/Å.

Maximum force: 5.7 eV Å⁻¹
Total charge: 0
Energy relative to the best compared isomer or geometry (same formula, charge and spin): 2.947 eV
Gap between HOMO and LUMO: 10.086 eV
LUMO energy: 0.69 eV
Spin multiplicity: 1

=====

Entry 5:
Here is an isolated ion of composition C5H6BrN4O2 and charge +1 at a distorted geometry from OMol25. Energies are from the ωB97M-V functional and the def2-TZVPD basis.

Geometry as XYZ:
```
18
Properties=species:S:1:pos:R:3:forces:R:3
C 1.128 1.885 0.040 0.352 0.436 0.247
C -0.469 -0.828 1.440 -0.017 0.376 -0.307
C -0.015 -2.077 -0.649 -0.052 0.361 0.203
C -0.423 0.401 -0.905 -0.183 0.035 -0.415
C -0.734 0.431 0.593 1.948 2.465 1.517
N 0.497 1.517 1.104 -2.723 -2.542 -1.139
N -0.307 -1.957 0.714 -0.020 -0.719 0.191
N -0.010 -0.894 -1.346 -0.002 0.123 -0.350
N 0.677 1.374 -1.079 -0.190 -0.086 -0.250
O -0.416 -0.755 2.632 -0.087 0.122 0.226
O 0.241 -3.128 -1.147 0.043 -0.418 -0.172
Br -2.423 1.232 1.052 0.483 -0.320 -0.231
H 1.967 2.572 0.064 -0.029 0.009 -0.043
H -1.282 0.760 -1.494 0.250 -0.122 0.281
H 0.619 1.733 2.081 0.208 0.094 0.051
H -0.228 -2.829 1.238 0.047 0.196 -0.116
H 0.131 -1.020 -2.340 -0.092 -0.084 0.094
H 1.048 1.582 -1.997 0.064 0.073 0.213
```
Forces are in eV/Å.

Maximum force: 3.9 eV Å⁻¹
Total charge: +1
Energy relative to the best compared isomer or geometry (same formula, charge and spin): 0.099 eV
Gap between HOMO and LUMO: 10.558 eV
LUMO energy: -4.00 eV
Spin multiplicity: 1

=====

Entry 6:
Here is the molecule C5H6BrNS at a distorted geometry from OMol25. Energies are from the ωB97M-V functional and the def2-TZVPD basis.

Geometry as XYZ:
```
14
Properties=species:S:1:pos:R:3:forces:R:3
C 2.294 1.316 0.168 -0.715 0.671 0.235
C 1.461 0.226 0.031 -1.002 -1.137 -0.361
C 0.088 0.457 -0.225 3.205 7.731 1.581
C -1.582 -1.383 0.319 0.098 0.564 2.423
C -1.121 -0.195 -0.588 -2.302 -1.018 2.808
N -0.055 2.004 -0.142 -0.919 -4.907 -0.627
S 1.337 2.707 0.102 0.677 -0.673 -0.012
Br 2.066 -1.564 0.210 0.273 0.095 -0.138
H 3.343 1.400 0.365 0.246 -0.413 0.014
H -0.686 -2.053 0.409 -1.216 0.222 -0.027
H -2.548 -1.960 0.111 1.544 1.009 -0.417
H -1.753 -0.930 1.366 0.294 -0.853 -1.335
H -1.829 0.611 -0.649 -0.630 0.041 -0.119
H -1.016 -0.635 -1.478 0.449 -1.331 -4.026
```
Forces are in eV/Å.

Maximum force: 8.5 eV Å⁻¹
Total charge: 0
Energy relative to the best compared isomer or geometry (same formula, charge and spin): 1.441 eV
Gap between HOMO and LUMO: 9.501 eV
LUMO energy: 0.40 eV
Spin multiplicity: 1

=====

Entry 7:
Here is C5H6CdO4 as an isolated structure at a distorted geometry from OMol25. Energies are from the ωB97M-V functional and the def2-TZVPD basis.

Geometry as XYZ:
```
16
Properties=species:S:1:pos:R:3:forces:R:3
O -1.065 2.197 0.676 -1.165 1.108 1.978
C 0.007 1.860 1.306 3.831 -2.221 0.258
C 0.962 1.003 0.825 -1.828 1.273 2.479
O 0.700 0.396 -0.389 -2.176 -2.646 -3.148
Cd -1.859 2.028 -0.992 -1.129 0.203 -2.470
H 0.164 2.245 2.322 -0.264 0.322 -0.446
H 1.855 0.693 1.360 -0.196 0.000 -0.320
C -2.046 -2.786 1.518 0.091 0.224 -0.336
C -1.179 -2.480 0.570 -0.916 -1.503 0.091
O -0.784 -1.135 0.453 0.813 2.087 -0.611
C -0.173 -0.660 -0.565 2.539 0.270 2.886
O -0.227 -1.290 -1.681 0.005 0.337 0.009
H -2.455 -2.032 2.189 0.056 -0.229 -0.144
H -0.705 -3.160 -0.132 -0.117 0.264 0.087
H -2.387 -3.817 1.599 0.220 0.231 0.125
H 0.586 -1.227 -2.206 0.236 0.279 -0.438
```
Forces are in eV/Å.

Maximum force: 4.7 eV Å⁻¹
Total charge: +2
Energy relative to the best compared isomer or geometry (same formula, charge and spin): 1.348 eV
Gap between HOMO and LUMO: 4.864 eV
LUMO energy: -11.95 eV
Spin multiplicity: 1

=====

Entry 8:
Here is an isolated ion of composition C5H6Cl2FN2 and charge +1 at a distorted geometry from OMol25. Energies are from the ωB97M-V functional and the def2-TZVPD basis.

Geometry as XYZ:
```
16
Properties=species:S:1:pos:R:3:forces:R:3
C -2.235 -1.057 -1.170 -0.121 1.477 2.624
C -1.446 0.975 -0.100 1.550 1.132 0.161
C 0.989 0.824 -0.235 0.395 -3.455 -2.621
C 1.241 -0.444 0.596 1.932 -0.652 -1.052
C 2.424 -0.930 0.979 0.911 2.961 -0.957
N -1.680 0.055 -0.985 0.535 -0.285 -0.800
N -0.222 1.447 0.115 -0.410 1.220 1.794
F 0.200 -1.282 0.732 -1.038 0.295 0.125
Cl -2.984 -1.939 0.036 -0.070 -0.443 0.385
Cl -2.666 1.875 0.599 -0.913 0.220 0.268
H 1.963 1.293 -0.203 -0.481 1.401 0.391
H 0.783 0.688 -1.355 0.930 -0.955 1.167
H 2.533 -1.815 1.485 -0.398 -2.258 0.990
H 3.442 -0.469 0.870 -1.521 0.224 -0.140
H -2.299 -1.430 -2.114 -0.180 -1.140 -2.622
H -0.041 2.209 0.751 -1.121 0.258 0.286
```
Forces are in eV/Å.

Maximum force: 4.4 eV Å⁻¹
Total charge: +1
Energy relative to the best compared isomer or geometry (same formula, charge and spin): 0.224 eV
Gap between HOMO and LUMO: 8.491 eV
LUMO energy: -5.11 eV
Spin multiplicity: 1

=====

> Among the records above, which one has the highest total charge?

C5H6CdO4